83
Properties=species:S:1:pos:R:3:mulliken_charge:R:1 method="wB97M-V/def2-TZVPD" e_tot_ev=-93229.9547 total_charge=-1 relative_energy_kj_mol=44.6
Hf -0.276 -0.298 -0.021 0.607
C -5.407 -3.742 2.181 -1.723
C -4.190 -2.856 2.139 0.565
C -4.275 -1.532 2.550 -1.070
C -3.159 -0.718 2.524 -0.173
C -1.924 -1.180 2.066 0.128
N -0.801 -0.307 2.055 0.492
C 0.138 -0.629 3.035 1.119
C -0.306 -1.118 4.280 -0.965
C 0.553 -1.477 5.294 -1.199
C 1.928 -1.385 5.131 0.171
C 2.902 -1.804 6.203 -1.591
C 2.386 -0.893 3.921 -0.647
C 1.537 -0.489 2.893 -0.285
C 2.206 0.083 1.642 1.727
O 1.389 0.457 0.608 -0.208
C 3.318 -0.893 1.093 0.442
F 4.539 -0.624 1.643 -0.325
F 3.084 -2.181 1.346 -0.131
F 3.462 -0.753 -0.230 -0.218
C 2.921 1.418 2.043 0.558
F 3.667 1.898 1.023 -0.306
F 1.973 2.336 2.320 -0.233
F 3.731 1.382 3.118 -0.283
C -1.853 -2.508 1.577 0.221
C -2.974 -3.328 1.665 -0.886
C -0.536 -3.041 0.946 1.345
O 0.396 -2.082 0.665 -0.563
C 0.034 -4.097 1.958 0.352
F -0.656 -5.270 1.873 -0.291
F -0.086 -3.687 3.229 -0.146
F 1.325 -4.370 1.756 -0.243
C -0.706 -3.882 -0.412 0.644
F -0.466 -3.160 -1.508 -0.140
F 0.198 -4.884 -0.463 -0.327
F -1.905 -4.472 -0.598 -0.257
H -5.789 -3.821 3.201 0.372
H -5.180 -4.745 1.821 0.383
H -6.198 -3.320 1.556 0.300
H -5.225 -1.139 2.896 0.368
H -3.212 0.311 2.857 0.475
H -1.371 -1.231 4.431 0.335
H 0.148 -1.855 6.228 0.288
H 2.376 -2.185 7.079 0.367
H 3.524 -0.962 6.513 0.329
H 3.566 -2.587 5.832 0.343
H 3.457 -0.837 3.774 0.614
H -2.918 -4.356 1.338 0.391
C -3.214 3.236 0.726 -1.979
C -1.986 2.441 0.412 0.451
N -2.017 1.197 0.103 1.485
N -3.248 0.627 -0.093 -1.231
C -3.135 -0.586 -0.580 0.406
O -2.016 -1.196 -0.737 -0.732
C -4.408 -1.241 -0.978 0.492
C -4.382 -2.508 -1.549 -0.003
C -5.560 -3.121 -1.945 -0.986
C -6.774 -2.470 -1.785 -0.402
C -6.805 -1.200 -1.221 -0.821
C -5.630 -0.589 -0.818 -0.280
C -0.669 3.086 0.297 0.860
C -0.393 4.354 0.798 -0.911
C 0.836 4.927 0.520 -0.541
C 1.748 4.216 -0.240 -0.982
C 1.400 2.944 -0.673 -0.290
N 0.223 2.394 -0.420 0.180
H -4.040 2.550 0.889 0.349
H -3.466 3.896 -0.107 0.299
H -3.055 3.848 1.614 0.467
H -3.430 -2.995 -1.693 0.401
H -5.531 -4.110 -2.387 0.427
H -7.692 -2.944 -2.111 0.388
H -7.751 -0.684 -1.109 0.409
H -5.632 0.401 -0.384 0.428
H -1.131 4.880 1.387 0.315
H 1.074 5.917 0.889 0.411
H 2.720 4.624 -0.479 0.425
H 2.090 2.347 -1.252 0.602
F 0.925 -0.706 -1.812 -0.363
B 0.347 0.117 -2.873 -0.061
F -0.829 0.612 -2.217 -0.201
F 1.200 1.153 -3.173 -0.374
F 0.028 -0.647 -3.960 -0.364

***

81
Properties=species:S:1:pos:R:3:mulliken_charge:R:1 method="wB97M-V/def2-TZVPD" e_tot_ev=-117363.8418 total_charge=-1 relative_energy_kj_mol=38.9
Tl 0.366 -0.260 -0.270 1.678
C 0.989 2.093 2.099 -1.145
N 1.747 0.977 1.499 1.248
C 1.973 -0.033 2.541 -1.447
C 2.367 -1.373 1.994 -0.688
N 1.267 -1.858 1.182 0.522
C 1.159 -3.221 1.029 -0.218
C -0.081 -3.845 0.798 -0.058
F -1.167 -3.094 0.740 -0.354
C -0.243 -5.201 0.661 -0.039
F -1.458 -5.709 0.442 -0.366
C 0.826 -6.059 0.761 0.809
F 0.670 -7.378 0.624 -0.346
C 2.052 -5.513 1.002 -0.088
F 3.118 -6.312 1.089 -0.331
C 2.209 -4.144 1.120 0.425
F 3.471 -3.710 1.276 -0.382
C 2.987 1.437 0.867 -1.538
C 3.436 0.601 -0.317 -1.017
N 2.361 0.476 -1.300 0.298
C 2.670 -0.192 -2.488 -0.239
C 1.808 -0.081 -3.594 -0.196
F 0.716 0.666 -3.471 -0.194
C 2.000 -0.698 -4.804 0.010
F 1.106 -0.549 -5.770 -0.341
C 3.113 -1.468 -5.028 0.832
F 3.310 -2.074 -6.199 -0.345
C 4.015 -1.582 -4.011 -0.017
F 5.116 -2.305 -4.200 -0.329
C 3.805 -0.963 -2.790 0.521
F 4.779 -1.153 -1.887 -0.371
H 1.580 2.585 2.885 0.371
H 0.718 2.830 1.345 0.272
H 0.068 1.712 2.536 0.209
H 2.725 0.327 3.256 0.375
H 1.025 -0.168 3.066 0.190
H 3.326 -1.326 1.485 0.104
H 2.524 -2.009 2.867 0.911
H 2.833 2.462 0.543 0.597
H 3.797 1.456 1.606 0.261
H 4.290 1.136 -0.745 0.796
H 3.825 -0.346 0.030 0.470
C -3.523 0.979 -2.727 -2.027
C -2.240 0.953 -1.955 0.296
N -1.740 -0.122 -1.506 1.504
N -2.436 -1.272 -1.708 -1.721
C -1.647 -2.308 -1.863 0.032
N -2.292 -3.511 -1.955 -0.419
S 0.080 -2.292 -2.034 -0.337
C -1.411 2.187 -1.841 1.096
C -1.832 3.374 -2.430 -0.890
C -0.976 4.466 -2.448 -0.751
C 0.279 4.344 -1.884 -1.182
C 0.615 3.124 -1.311 -0.520
N -0.213 2.084 -1.266 1.274
H -3.952 -0.017 -2.734 0.488
H -3.338 1.296 -3.760 0.346
H -4.243 1.675 -2.280 0.347
H -3.200 -3.552 -1.518 0.253
H -1.713 -4.323 -1.854 0.243
H -2.817 3.438 -2.881 0.481
H -1.288 5.398 -2.912 0.402
H 0.994 5.160 -1.894 0.493
H 1.607 2.948 -0.921 0.007
Cl -1.810 -2.187 3.515 -0.256
C -2.453 -0.572 3.411 0.731
C -3.343 -0.176 4.422 -0.540
C -3.846 1.085 4.464 0.631
Cl -4.950 1.537 5.757 -0.307
C -3.455 2.028 3.489 0.087
C -3.868 3.381 3.518 -0.960
C -3.436 4.244 2.560 -0.941
C -2.594 3.753 1.539 -0.192
N -2.191 2.507 1.471 0.190
C -2.580 1.624 2.435 0.240
C -2.037 0.260 2.353 -1.391
O -1.232 -0.185 1.446 -0.114
H -3.620 -0.892 5.188 0.468
H -4.518 3.714 4.318 0.372
H -3.722 5.290 2.575 0.405
H -2.253 4.421 0.750 0.309

***

74
Properties=species:S:1:pos:R:3:mulliken_charge:R:1 method="wB97M-V/def2-TZVPD" e_tot_ev=-156968.1042 total_charge=-2 multiplicity=4 relative_energy_kj_mol=469.4
V -0.052 0.402 0.992 1.000
C 2.413 -0.574 -1.907 -1.363
N 1.111 0.053 -1.768 1.250
C 1.161 1.408 -2.312 -1.276
C 1.399 2.444 -1.235 -1.656
N 0.321 2.496 -0.215 2.200
C -0.940 2.926 -0.850 -1.071
C 0.777 3.413 0.816 0.015
C 0.317 4.718 0.913 -0.378
C 0.818 5.579 1.883 -0.898
C 1.795 5.131 2.757 -0.573
C 2.252 3.824 2.669 -0.796
C 1.750 2.941 1.713 0.683
S 2.266 1.272 1.637 -0.620
C -0.080 -0.727 -2.183 0.222
C 0.148 -1.636 -3.420 -1.133
C -0.931 -2.643 -3.649 -1.470
C -2.860 -3.453 -2.239 -0.837
C -2.479 -3.243 -0.969 -0.926
C -1.509 -2.248 -0.565 0.803
S -1.914 -1.142 0.669 -0.766
H 2.791 -0.528 -2.942 0.442
H 2.405 -1.619 -1.613 0.288
H 3.127 -0.059 -1.258 0.394
H 0.225 1.603 -2.828 0.520
H 1.980 1.499 -3.043 0.438
H 1.482 3.436 -1.702 0.478
H 2.330 2.231 -0.710 0.453
H -0.774 3.815 -1.476 0.447
H -1.668 3.142 -0.074 0.407
H -1.293 2.100 -1.465 -0.207
H -0.456 5.070 0.246 0.318
H 0.428 6.587 1.960 0.371
H 2.185 5.788 3.527 0.345
H 2.987 3.450 3.371 0.409
H 0.886 -1.446 -4.192 0.235
H -0.683 -3.262 -4.508 0.374
H -3.611 -4.214 -2.438 0.295
H -3.001 -3.770 -0.170 0.384
S 1.995 -6.166 -2.982 -0.045
N 1.014 -4.980 -3.535 -0.703
C 0.861 -4.119 -2.555 0.394
C 0.052 -2.913 -2.563 1.213
C -2.434 -2.561 -3.399 0.220
C -2.971 -1.160 -3.247 -1.207
C -2.362 -0.098 -2.651 -0.463
N -1.143 0.163 -2.160 -0.220
C -0.197 -2.099 -1.281 0.507
C 0.842 -2.391 -0.221 -1.858
N 1.013 -1.504 0.772 1.438
C 1.777 -1.825 1.828 -0.405
C 2.460 -3.017 1.935 -1.568
C 2.373 -3.910 0.884 -0.832
C 1.570 -3.604 -0.199 1.695
C 1.557 -4.489 -1.362 0.475
N 2.218 -5.618 -1.460 -0.788
H -2.893 -2.986 -4.298 0.718
H -4.027 -1.043 -3.468 0.207
H -3.024 0.769 -2.544 0.184
H 1.819 -1.086 2.615 0.343
H 3.056 -3.217 2.814 0.428
H 2.923 -4.842 0.877 0.504
Cl -2.172 1.095 7.446 -0.263
C -1.964 1.316 5.734 0.308
C -2.637 2.323 5.072 0.321
Cl -3.706 3.386 5.938 -0.265
C -2.459 2.490 3.686 0.113
Cl -3.269 3.758 2.821 -0.264
C -1.618 1.653 2.970 -0.171
O -1.380 1.743 1.691 -0.184
C -0.922 0.613 3.655 -0.261
O -0.125 -0.109 2.921 -0.084
C -1.102 0.464 5.022 -0.021
Cl -0.224 -0.801 5.823 -0.266

***

77
Properties=species:S:1:pos:R:3:mulliken_charge:R:1 method="wB97M-V/def2-TZVPD" e_tot_ev=-90064.3707 total_charge=-1 multiplicity=5
Ir 0.260 0.166 -0.364 1.806
C -5.326 1.706 -3.180 -2.008
C -4.496 1.819 -1.934 0.829
C -4.402 3.105 -1.364 -0.649
C -3.962 3.411 -0.124 -1.211
C -2.293 1.574 0.284 0.025
N -1.232 1.094 1.129 -0.291
C -1.103 0.994 2.441 1.324
C -2.190 1.196 3.342 -0.439
C -1.997 1.445 4.679 -1.180
C -0.718 1.461 5.216 0.337
C -0.421 1.861 6.626 -1.706
C 0.319 1.007 4.404 -0.561
C 0.159 0.710 3.067 -1.279
C 1.374 0.087 2.351 1.724
O 1.171 -0.617 1.224 -1.074
C 2.419 1.233 2.118 0.600
F 1.841 2.312 1.578 -0.176
F 3.431 0.850 1.347 -0.284
F 2.987 1.687 3.262 -0.301
C 2.053 -0.992 3.266 0.351
F 2.773 -0.568 4.329 -0.269
F 2.915 -1.729 2.562 -0.278
F 1.142 -1.829 3.774 -0.274
C -2.945 0.431 -0.497 -0.924
C -3.922 0.643 -1.435 -0.553
C -2.534 -1.016 -0.174 2.607
O -1.209 -1.266 -0.149 -1.304
C -3.210 -1.427 1.199 0.390
F -3.752 -2.656 1.195 -0.364
F -2.375 -1.406 2.224 -0.183
F -4.239 -0.609 1.520 -0.307
C -3.077 -2.071 -1.200 -0.113
F -2.749 -1.763 -2.461 -0.084
F -2.539 -3.267 -0.968 -0.308
F -4.415 -2.274 -1.219 -0.289
H -6.339 2.083 -3.020 0.411
H -5.388 0.674 -3.513 0.374
H -4.875 2.292 -3.980 0.318
H -4.792 3.916 -1.969 0.369
H -3.999 4.444 0.190 0.326
H -3.187 1.057 2.970 0.306
H -2.846 1.627 5.322 0.343
H -1.311 2.218 7.137 0.380
H 0.329 2.652 6.632 0.353
H -0.014 1.021 7.186 0.341
H 1.282 0.905 4.877 0.578
H -4.308 -0.228 -1.941 0.488
O 2.694 3.303 -1.560 -0.714
C 1.862 2.420 -1.568 0.549
O 1.862 1.372 -0.848 -0.639
C 0.696 2.502 -2.608 -0.629
P -0.697 1.497 -1.963 0.470
C -1.603 1.370 -3.548 0.810
C -1.535 0.169 -4.242 -0.191
C -2.018 0.086 -5.536 -0.770
C -2.527 1.214 -6.159 -0.505
C -2.572 2.421 -5.475 -0.669
C -2.121 2.500 -4.170 -0.336
C -1.533 2.487 -0.699 1.227
C -0.989 3.683 -0.282 -1.665
C -1.111 4.360 0.934 -1.108
C -1.966 4.135 2.025 -0.543
C -3.014 3.271 2.084 -1.250
C -3.449 2.455 0.911 1.229
H 1.065 2.029 -3.526 0.562
H 0.433 3.533 -2.857 0.434
H -1.104 -0.692 -3.756 0.416
H -1.983 -0.856 -6.063 0.434
H -2.873 1.157 -7.181 0.408
H -2.949 3.302 -5.976 0.433
H -2.163 3.437 -3.632 0.336
H -0.308 4.167 -0.971 0.458
H -0.418 5.181 1.065 0.407
H -1.776 4.749 2.898 0.474
H -3.659 3.289 2.948 0.567
H -4.261 1.776 1.193 0.635

***

73
Properties=species:S:1:pos:R:3:mulliken_charge:R:1 method="wB97M-V/def2-TZVPD" e_tot_ev=-71462.7019 total_charge=+2 multiplicity=2 relative_energy_kj_mol=99.9
Ir 0.123 0.540 -0.163 2.205
C 2.338 -3.739 -0.504 -0.551
C 2.066 -2.407 -0.217 -0.329
N 0.832 -1.917 -0.312 0.231
C -0.123 -2.783 -0.638 -0.017
C 0.166 -4.105 -0.956 -0.637
N 1.400 -4.587 -0.900 -0.538
C -1.486 -2.233 -0.599 0.345
C -2.597 -3.056 -0.606 -0.780
C -3.881 -2.527 -0.532 1.185
C -3.956 -1.136 -0.467 -0.606
C -2.812 -0.371 -0.449 0.461
N -1.573 -0.896 -0.515 -0.129
C -2.857 1.096 -0.488 0.037
C -4.026 1.837 -0.384 -0.410
N -4.060 3.143 -0.603 -0.529
C -2.917 3.696 -0.978 -0.602
C -1.726 2.990 -1.029 -0.142
N -1.679 1.683 -0.741 0.110
C -5.092 -3.383 -0.530 0.969
C -6.367 -2.836 -0.642 -0.576
C -7.464 -3.684 -0.634 -0.425
N -7.383 -5.007 -0.521 -0.544
C -6.161 -5.522 -0.415 -0.426
C -4.998 -4.768 -0.415 -0.561
H 3.350 -4.115 -0.416 0.437
H 2.860 -1.761 0.123 0.496
H -0.605 -4.793 -1.274 0.496
H -2.449 -4.121 -0.662 0.185
H -4.914 -0.643 -0.434 0.150
H -4.960 1.368 -0.105 0.516
H -2.922 4.750 -1.225 0.439
H -0.821 3.493 -1.318 0.546
H -6.541 -1.776 -0.752 0.340
H -8.463 -3.274 -0.725 0.388
H -6.105 -6.600 -0.321 0.390
H -4.054 -5.282 -0.311 0.319
O 2.030 0.333 0.376 -0.949
C 2.668 0.359 -0.779 0.974
O 1.984 0.385 -1.813 -0.697
C 4.137 0.351 -0.754 0.320
C 4.809 0.112 -1.953 -0.778
C 6.193 0.089 -1.966 -0.666
C 6.857 0.326 -0.777 -0.030
C 6.217 0.578 0.422 -0.720
C 4.833 0.577 0.433 -0.290
N 8.345 0.310 -0.788 0.981
O 8.902 0.702 0.212 -0.569
O 8.878 -0.086 -1.798 -0.567
H 4.247 -0.049 -2.863 0.534
H 6.757 -0.104 -2.866 0.529
H 6.801 0.769 1.309 0.525
H 4.297 0.762 1.354 0.502
C 0.296 -0.619 2.599 -1.419
C -0.597 0.233 1.728 0.718
O -1.672 0.616 2.056 -0.377
H -0.036 -0.496 3.628 0.513
H 1.345 -0.360 2.483 0.120
H 0.164 -1.662 2.306 0.284
S 1.990 4.562 -0.902 -0.145
C 1.433 2.989 -1.043 -0.190
N 0.795 2.490 -0.001 0.846
C 0.713 3.446 1.044 -0.401
C 0.110 3.344 2.301 -0.299
C 0.171 4.428 3.149 -0.927
C 0.814 5.619 2.788 -0.651
C 1.407 5.742 1.554 -0.612
C 1.342 4.645 0.693 0.695
H 1.580 2.424 -1.952 0.464
H -0.408 2.461 2.618 0.474
H -0.296 4.355 4.122 0.468
H 0.841 6.447 3.483 0.436
H 1.907 6.653 1.256 0.458

***

77
Properties=species:S:1:pos:R:3:mulliken_charge:R:1 method="wB97M-V/def2-TZVPD" e_tot_ev=-154307.5648 total_charge=-2 multiplicity=6 relative_energy_kj_mol=43.2
Ru 0.344 0.712 -0.527 1.913
C 0.579 -5.935 -2.173 -1.634
C 0.675 -4.708 -1.309 0.687
C -0.144 -4.538 -0.193 -1.047
C -0.136 -3.361 0.520 0.292
C 0.704 -2.278 0.199 0.130
N 0.576 -1.063 0.856 0.776
C 0.427 -1.133 2.220 -1.079
C 1.241 -1.987 2.995 0.161
C 1.168 -2.049 4.368 -0.994
C 0.288 -1.236 5.081 0.598
C 0.265 -1.230 6.585 -1.568
C -0.524 -0.391 4.345 -0.438
C -0.488 -0.355 2.953 -0.200
N -1.451 0.474 2.311 -0.060
C -2.699 0.735 2.759 -0.349
C -3.181 1.806 2.049 -1.262
C -2.143 2.136 1.164 -0.318
N -1.106 1.335 1.336 0.608
C 1.583 -2.501 -0.877 -0.242
C 1.530 -3.670 -1.631 -0.575
N 2.584 -1.556 -1.236 -0.183
C 3.789 -1.811 -1.794 -0.236
C 4.422 -0.603 -1.974 -1.289
C 3.521 0.348 -1.473 -0.599
N 2.429 -0.246 -1.031 0.940
H 0.297 -6.811 -1.586 0.389
H 1.529 -6.153 -2.665 0.365
H -0.174 -5.809 -2.956 0.272
H -0.839 -5.323 0.087 0.319
H -0.832 -3.226 1.338 0.527
H 1.955 -2.607 2.466 0.510
H 1.831 -2.723 4.904 0.334
H 0.415 -2.234 6.989 0.374
H -0.689 -0.858 6.964 0.359
H 1.051 -0.592 6.998 0.276
H -1.206 0.278 4.856 0.513
H -3.138 0.128 3.533 0.549
H -4.156 2.253 2.121 0.399
H -2.104 2.873 0.380 0.410
H 2.160 -3.748 -2.509 0.490
H 4.107 -2.819 -1.987 0.487
H 5.396 -0.434 -2.397 0.402
H 3.589 1.421 -1.407 0.421
O -1.000 2.517 -4.006 -0.646
As -0.321 0.893 -4.121 0.676
O 0.408 0.736 -5.571 -0.849
O 0.587 0.661 -2.741 -0.151
C -1.983 -0.159 -4.285 -0.676
C -2.339 -0.415 -5.604 -0.393
C -3.546 -1.031 -5.914 -0.545
C -4.420 -1.398 -4.904 -0.501
C -4.072 -1.162 -3.579 -0.393
C -2.865 -0.554 -3.284 0.054
S -2.376 -0.366 -1.588 1.143
O -1.997 1.054 -1.458 -0.678
O -3.483 -0.779 -0.756 -0.773
O -1.168 -1.181 -1.491 -0.397
H -1.180 2.705 -3.074 0.286
H -1.645 -0.122 -6.382 0.511
H -3.802 -1.219 -6.951 0.353
H -5.365 -1.874 -5.140 0.364
H -4.718 -1.452 -2.761 0.491
S 2.036 1.699 1.326 -0.379
C 1.738 3.391 1.372 0.544
C 2.226 4.168 2.432 -0.954
C 2.008 5.536 2.505 0.602
C 2.533 6.270 3.616 -0.049
N 2.956 6.861 4.510 -0.630
C 1.273 6.179 1.493 0.437
C 0.783 5.420 0.435 -0.857
C 1.002 4.047 0.347 0.198
S 0.433 3.174 -1.046 -0.457
C 1.025 7.585 1.533 -0.081
N 0.822 8.718 1.566 -0.633
H 2.788 3.678 3.216 0.477
H 0.219 5.909 -0.349 0.479

***

Result set for F_max: 2.5 1.3 0.3 2.4 1.1 0.5 eV/Å, one per record in the order listed.